Run one
{
  "formula": "C3H6ClN",
  "method": "the ωB97M-V functional and the def2-TZVPD basis",
  "species": ["C", "N", "C", "C", "Cl", "H", "H", "H", "H", "H", "H"],
  "xyz": [[0.586, -1.711, 0.110], [0.514, -0.287, -0.076], [-0.570, 0.277, -0.040], [-0.687, 1.752, 0.087], [-2.134, -0.594, -0.047], [1.306, -2.236, -0.425], [-0.328, -2.204, -0.130], [0.962, -1.730, 1.157], [-1.498, 2.062, -0.714], [-1.221, 1.953, 1.055], [0.239, 2.263, -0.063]],
  "multiplicity": 1,
  "e_lumo_ha": 0.0328,
  "homo_energy_ev": -10.1,
  "total_charge": 0
}

---

Run two
{
  "formula": "C3H6ClN",
  "method": "the ωB97M-V functional and the def2-TZVPD basis",
  "species": ["C", "C", "Cl", "C", "N", "H", "H", "H", "H", "H", "H"],
  "xyz": [[-0.674, 1.432, 0.023], [-0.795, 0.113, 0.040], [-2.496, -0.617, -0.106], [0.246, -0.895, 0.224], [1.527, -0.689, -0.285], [-1.491, 2.095, -0.367], [0.308, 1.807, 0.362], [0.123, -1.224, 1.271], [-0.295, -1.658, -0.302], [2.211, -0.221, 0.272], [1.335, -0.142, -1.132]],
  "multiplicity": 1,
  "e_lumo_ha": 0.0331,
  "homo_energy_ev": -9.5,
  "total_charge": 0
}

---

Stability order, top to bottom: run one, run two

---

Run one
{
  "formula": "C3H6ClN",
  "method": "the ωB97M-V functional and the def2-TZVPD basis",
  "species": ["C", "C", "C", "N", "Cl", "H", "H", "H", "H", "H", "H"],
  "xyz": [[-0.307, -1.651, -0.911], [-0.585, -0.479, -0.312], [0.449, 0.534, 0.069], [0.103, 1.823, 0.393], [0.955, -0.603, 1.893], [-1.140, -2.390, -1.095], [0.570, -2.091, -1.141], [-1.566, -0.219, 0.004], [1.437, 0.590, -0.315], [-0.833, 2.103, 0.736], [0.914, 2.383, 0.679]],
  "multiplicity": 1,
  "e_lumo_ha": 0.0132,
  "homo_energy_ev": -9.0,
  "total_charge": 0
}

---

Run two
{
  "formula": "C3H6ClN",
  "method": "the ωB97M-V functional and the def2-TZVPD basis",
  "species": ["C", "C", "C", "N", "Cl", "H", "H", "H", "H", "H", "H"],
  "xyz": [[0.888, 0.093, 0.231], [1.972, 0.927, -0.434], [-2.632, -1.261, 0.156], [0.808, -1.100, 0.192], [-2.578, 0.305, 0.640], [0.323, 0.861, 0.718], [1.611, 1.677, -1.019], [2.606, 0.276, -0.878], [2.409, 1.528, 0.312], [-1.951, -1.460, -0.537], [-3.457, -1.846, 0.618]],
  "multiplicity": 1,
  "e_lumo_ha": [0.0109, -0.0144],
  "homo_energy_ev": [-9.3, -8.1],
  "total_charge": 0
}

---

Stability order, top to bottom: run one, run two

---

Run one
{
  "formula": "C3H6ClN",
  "method": "the ωB97M-V functional and the def2-TZVPD basis",
  "species": ["C", "C", "C", "N", "Cl", "H", "H", "H", "H", "H", "H"],
  "xyz": [[1.340, 0.400, 0.698], [2.208, 0.826, -0.183], [-2.708, -0.293, 0.339], [-1.739, -1.002, -0.133], [-3.578, 0.557, -0.922], [1.748, -0.282, 1.474], [0.262, 0.676, 0.698], [2.084, 1.673, -0.875], [3.108, 0.267, -0.447], [-1.601, -1.324, -1.208], [-1.125, -1.498, 0.559]],
  "multiplicity": 1,
  "e_lumo_ha": 0.0299,
  "homo_energy_ev": -9.0,
  "total_charge": 0
}

---

Run two
{
  "formula": "C3H6ClN",
  "method": "the ωB97M-V functional and the def2-TZVPD basis",
  "species": ["C", "N", "C", "C", "Cl", "H", "H", "H", "H", "H", "H"],
  "xyz": [[0.243, 1.966, 0.025], [-0.226, 0.610, -0.012], [0.264, -0.503, -0.219], [-0.298, -1.854, 0.136], [2.118, -0.730, -0.649], [-0.119, 2.385, -0.876], [1.342, 1.937, 0.247], [-0.349, 2.299, 0.763], [-0.224, -2.422, -0.841], [0.319, -2.302, 0.989], [-1.148, -1.711, 0.610]],
  "multiplicity": 1,
  "e_lumo_ha": 0.0324,
  "homo_energy_ev": -9.6,
  "total_charge": 0
}

---

Run three
{
  "formula": "C3H6ClN",
  "method": "the ωB97M-V functional and the def2-TZVPD basis",
  "species": ["C", "C", "N", "C", "H", "H", "H", "H", "H", "Cl", "H"],
  "xyz": [[-0.398, 0.322, -1.163], [-0.134, -0.169, -0.039], [0.162, -0.380, 1.110], [0.611, -1.326, 1.952], [-1.274, 0.340, -1.737], [0.351, 0.778, -1.872], [1.726, -1.394, 1.888], [0.304, -2.375, 1.804], [0.375, -1.036, 3.047], [-0.902, 2.831, -3.069], [-0.821, 2.408, -1.924]],
  "multiplicity": 1,
  "e_lumo_ha": 0.0286,
  "homo_energy_ev": -8.7,
  "total_charge": 0
}

---

Stability order, top to bottom: run two, run three, run one

---

Run one
{
  "formula": "C6H14O2",
  "method": "the ωB97M-V functional and the def2-TZVPD basis",
  "species": ["C", "C", "C", "C", "C", "C", "H", "H", "H", "H", "H", "H", "H", "H", "H", "H", "H", "H", "O", "H", "H", "O"],
  "xyz": [[2.775, 0.543, -2.115], [1.353, 0.930, -1.872], [0.308, 0.027, -2.136], [0.397, -1.177, -2.940], [0.527, 2.009, 0.035], [1.094, 2.176, -1.168], [2.846, -0.295, -2.808], [3.034, 0.099, -1.147], [3.427, 1.306, -2.505], [-0.676, 0.355, -1.800], [-0.542, -1.687, -3.068], [0.945, -1.989, -2.420], [0.886, -1.112, -3.917], [0.111, 1.030, 0.257], [0.365, 2.777, 0.777], [1.541, 3.084, -1.525], [-2.309, -1.161, 4.548], [-1.137, -1.862, 5.322], [-1.342, -1.195, 4.656], [-4.777, -0.563, 4.484], [-4.680, -2.003, 4.861], [-4.147, -1.294, 4.480]],
  "multiplicity": 2,
  "e_lumo_ha": [-0.1590, -0.2811],
  "homo_energy_ev": [-12.7, -12.7],
  "total_charge": 1
}

---

Run two
{
  "formula": "C6H14O2",
  "method": "the ωB97M-V functional and the def2-TZVPD basis",
  "species": ["C", "C", "C", "C", "C", "C", "H", "H", "H", "H", "H", "H", "H", "H", "H", "H", "H", "H", "O", "H", "H", "O"],
  "xyz": [[0.430, 2.063, 1.250], [1.596, 1.337, 0.680], [2.857, 1.841, 0.732], [1.292, -0.959, 1.389], [1.443, -0.075, 0.363], [1.530, -0.454, -1.059], [0.594, 3.144, 1.147], [0.339, 1.968, 2.334], [-0.506, 1.883, 0.729], [3.687, 1.197, 0.442], [3.249, 2.761, 1.151], [1.263, -2.040, 1.316], [1.257, -0.683, 2.438], [1.375, -1.505, -1.294], [2.537, -0.231, -1.455], [0.915, 0.194, -1.673], [-3.755, -0.888, -0.914], [-4.552, 0.295, -0.395], [-4.320, -0.166, -1.208], [-1.832, -2.998, -1.526], [-3.095, -2.288, -2.105], [-2.699, -2.693, -1.334]],
  "multiplicity": 2,
  "e_lumo_ha": [-0.1510, -0.3128],
  "homo_energy_ev": [-13.7, -13.7],
  "total_charge": 1
}

---

Run three
{
  "formula": "C6H14O2",
  "method": "the ωB97M-V functional and the def2-TZVPD basis",
  "species": ["C", "C", "C", "C", "C", "C", "H", "H", "H", "H", "H", "H", "H", "H", "H", "H", "H", "H", "O", "H", "H", "O"],
  "xyz": [[0.531, 1.749, -1.403], [1.129, 0.519, -0.669], [1.310, -0.629, -1.314], [1.039, -0.272, 3.235], [1.164, -0.295, 1.680], [1.200, 0.676, 0.779], [-0.520, 1.811, -1.025], [1.218, 2.516, -1.234], [0.483, 1.525, -2.474], [1.051, -0.793, -2.365], [1.957, -1.375, -0.973], [0.000, -0.427, 3.644], [1.389, 0.696, 3.612], [1.605, -0.928, 3.787], [1.333, -1.233, 1.245], [1.246, 1.735, 1.141], [-2.205, -0.472, 1.266], [-2.621, -0.759, -0.121], [-3.036, -0.775, 0.722], [-1.292, -0.131, -2.192], [-1.590, -1.475, -2.788], [-2.000, -0.621, -2.643]],
  "multiplicity": 2,
  "e_lumo_ha": [-0.1958, -0.3153],
  "homo_energy_ev": [-14.4, -14.4],
  "total_charge": 1
}

---

Stability order, top to bottom: run one, run two, run three

---

Run one
{
  "formula": "C4H4",
  "method": "the ωB97M-V functional and the def2-TZVPD basis",
  "species": ["C", "C", "C", "C", "H", "H", "H", "H"],
  "xyz": [[-1.179, -0.844, -0.005], [-2.202, -0.046, 0.005], [0.188, -1.001, -0.001], [-0.870, 0.743, -0.005], [0.721, -1.172, 0.927], [0.738, -1.200, -0.912], [-0.558, 1.230, -0.922], [-0.560, 1.238, 0.907]],
  "multiplicity": 1,
  "e_lumo_ha": 0.0255,
  "homo_energy_ev": -9.2,
  "total_charge": 0
}

---

Run two
{
  "formula": "C4H4",
  "method": "the ωB97M-V functional and the def2-TZVPD basis",
  "species": ["C", "C", "H", "H", "C", "C", "H", "H"],
  "xyz": [[3.641, -0.571, -0.045], [3.379, 0.662, -0.074], [4.041, -1.581, -0.197], [2.603, 1.691, 0.282], [-2.827, -0.333, 0.153], [-4.015, 0.145, -0.195], [-1.823, -0.379, 0.250], [-4.999, 0.366, -0.173]],
  "multiplicity": 1,
  "e_lumo_ha": 0.0310,
  "homo_energy_ev": -10.3,
  "total_charge": 0
}

---

Stability order, top to bottom: run one, run two

---

Run one
{
  "formula": "C5H15NO2",
  "method": "the ωB97M-V functional and the def2-TZVPD basis",
  "species": ["C", "C", "O", "H", "H", "H", "H", "C", "N", "C", "H", "H", "H", "H", "H", "H", "H", "C", "O", "H", "H", "H", "H"],
  "xyz": [[1.754, 0.630, 1.940], [2.144, -0.053, 0.663], [2.147, 0.494, -0.424], [1.283, -0.069, 2.628], [2.655, 1.017, 2.417], [1.072, 1.455, 1.745], [2.629, -1.038, 0.799], [-0.756, -0.228, -2.411], [-0.533, 0.440, -1.133], [-1.652, 1.291, -0.740], [-1.567, -0.947, -2.289], [0.157, -0.754, -2.684], [-1.017, 0.471, -3.216], [0.321, 0.996, -1.204], [-2.515, 0.657, -0.529], [-1.389, 1.838, 0.163], [-1.928, 2.017, -1.517], [-0.245, -1.657, 0.829], [-1.216, -0.978, 1.623], [0.522, -2.102, 1.473], [-0.760, -2.520, 0.386], [-0.142, -0.910, -0.155], [-0.963, -0.051, 1.636]],
  "multiplicity": 1,
  "e_lumo_ha": 0.0331,
  "homo_energy_ev": -8.5,
  "total_charge": 0
}

---

Run two
{
  "formula": "C5H15NO2",
  "method": "the ωB97M-V functional and the def2-TZVPD basis",
  "species": ["C", "C", "C", "N", "C", "C", "O", "H", "H", "H", "H", "H", "H", "H", "H", "H", "H", "H", "H", "H", "O", "H", "H"],
  "xyz": [[-1.743, 0.549, -1.574], [-1.864, 0.993, -0.125], [-0.692, 0.527, 0.727], [0.541, 1.246, 0.357], [1.740, 0.675, 0.997], [2.232, -0.494, 0.157], [2.422, -0.086, -1.184], [-2.608, 0.845, -2.170], [-0.871, 1.007, -2.039], [-1.663, -0.537, -1.633], [-2.767, 0.582, 0.333], [-1.942, 2.083, -0.077], [-0.894, 0.625, 1.799], [-0.513, -0.524, 0.525], [0.428, 2.212, 0.654], [2.490, 1.466, 1.011], [1.542, 0.371, 2.033], [3.186, -0.856, 0.542], [1.513, -1.315, 0.213], [1.673, 0.484, -1.355], [-0.662, -2.948, 0.445], [-0.890, -3.101, -0.478], [-0.657, -3.805, 0.843]],
  "multiplicity": 1,
  "e_lumo_ha": 0.0232,
  "homo_energy_ev": -9.1,
  "total_charge": 0
}

---

Run three
{
  "formula": "C5H15NO2",
  "method": "the ωB97M-V functional and the def2-TZVPD basis",
  "species": ["C", "C", "C", "C", "N", "C", "O", "H", "H", "H", "H", "H", "H", "H", "H", "H", "H", "H", "H", "H", "H", "H", "O"],
  "xyz": [[1.149, -0.596, -0.722], [-0.479, -0.733, -0.612], [-0.984, -0.840, -2.084], [-0.942, -1.865, 0.318], [1.927, -1.680, -1.206], [0.491, 1.966, 2.641], [-0.489, 1.343, 1.842], [1.285, -0.533, 0.387], [1.421, 0.355, -1.207], [-0.900, 0.240, -0.298], [-0.585, -1.802, -2.389], [-2.088, -0.883, -2.217], [-0.620, -0.073, -2.789], [-0.439, -2.797, 0.116], [-0.629, -1.619, 1.329], [-1.957, -2.184, 0.354], [2.142, -1.487, -2.165], [1.191, 2.495, 2.060], [0.927, 1.245, 3.206], [-0.034, 2.571, 3.424], [-0.467, 1.815, 0.893], [0.075, 3.017, -0.509], [0.003, 2.047, -0.371]],
  "multiplicity": 1,
  "e_lumo_ha": -0.1599,
  "homo_energy_ev": -8.2,
  "total_charge": 0
}

---

Stability order, top to bottom: run two, run one, run three